13
Properties=species:S:1:pos:R:3 method="wB97M-V/def2-TZVPD" homo_energy_ev="-7.81 / -7.80" orbital_gap_ev="4.6 / 4.6" e_lumo_ev="-3.23 / -3.23" e_above_lowest_ev=2.397 spin_multiplicity=1
C 0.46 0.73 0.31
C -0.05 -0.54 -0.46
C -0.55 1.72 0.95
N -1.69 1.42 1.35
O -1.42 -0.99 2.38
O -1.43 -0.89 -0.48
F 1.12 1.52 -0.65
F 0.64 -1.59 0.03
F -0.09 2.96 0.97
S -1.96 -2.39 -1.17
S -2.33 -0.14 1.66
H 1.22 0.50 0.98
H 0.18 -0.64 -1.50

86
Properties=species:S:1:pos:R:3 method="wB97M-V/def2-TZVPD" charge=-1 homo_energy_ev=-4.85 orbital_gap_ev=6.8 e_lumo_ev=1.97 e_above_lowest_ev=0.457 spin_multiplicity=1
Tl 0.65 0.51 -0.57
S 0.21 2.27 1.10
C -1.28 2.97 0.48
C -2.13 3.56 1.42
C -3.30 4.19 1.05
C -3.66 4.22 -0.30
C -2.85 3.61 -1.23
C -1.65 2.98 -0.88
S -0.68 2.23 -2.14
H -1.86 3.51 2.47
H -3.94 4.64 1.80
H -4.58 4.71 -0.61
H -3.13 3.62 -2.28
O 3.49 -2.56 0.52
S 2.23 -1.93 0.82
O 1.17 -2.17 -0.18
O 2.31 -0.50 1.13
C 1.59 -2.65 2.32
C 2.46 -3.38 3.11
C 2.02 -3.89 4.32
C 0.72 -3.66 4.73
C -0.15 -2.93 3.93
C 0.26 -2.42 2.70
P -0.94 -1.51 1.61
C -1.81 -2.93 0.83
C -1.22 -4.18 0.69
C -1.92 -5.23 0.10
C -3.23 -5.04 -0.34
C -3.82 -3.79 -0.22
C -3.11 -2.74 0.36
C -2.18 -0.96 2.85
C -2.01 0.33 3.34
C -2.91 0.86 4.26
C -3.99 0.11 4.69
C -4.17 -1.18 4.20
C -3.27 -1.71 3.29
H 3.47 -3.53 2.76
H 2.70 -4.46 4.95
H 0.37 -4.05 5.68
H -1.16 -2.76 4.27
H -0.21 -4.35 1.03
H -1.45 -6.20 0.00
H -3.77 -5.86 -0.79
H -4.83 -3.62 -0.57
H -3.59 -1.77 0.46
H -1.19 0.94 2.97
H -2.77 1.87 4.62
H -4.70 0.53 5.39
H -5.02 -1.77 4.52
H -3.43 -2.72 2.91
C -1.23 -2.95 -3.12
Te -1.48 -0.99 -2.33
C -0.75 -0.30 -4.20
C -0.63 -1.51 -5.09
C -0.26 -1.37 -6.43
C -0.11 -2.48 -7.24
C -0.33 -3.75 -6.73
C -0.70 -3.90 -5.40
C -0.85 -2.79 -4.57
H -2.16 -3.50 -3.00
H -0.45 -3.46 -2.56
H 0.21 0.19 -4.06
H -1.46 0.43 -4.59
H -0.08 -0.38 -6.82
H 0.18 -2.36 -8.28
H -0.22 -4.63 -7.36
H -0.86 -4.89 -4.99
F 1.82 -1.77 -2.96
C 2.77 -0.88 -2.61
C 2.48 0.20 -1.80
C 3.55 1.01 -1.48
F 3.37 2.06 -0.66
C 4.83 0.80 -1.95
F 5.84 1.61 -1.62
C 5.07 -0.28 -2.77
F 6.30 -0.51 -3.25
C 4.03 -1.13 -3.11
F 4.27 -2.18 -3.90
N -6.19 2.03 -0.55
C -5.14 1.15 -0.63
N -4.75 0.86 -1.89
S -4.47 0.46 0.73
H -6.34 2.68 -1.30
H -6.36 2.37 0.38
H -5.13 1.34 -2.68
H -3.87 0.37 -2.02

11
Properties=species:S:1:pos:R:3 method="wB97M-V/def2-TZVPD" homo_energy_ev=-10.26 orbital_gap_ev=11.1 e_lumo_ev=0.83 smiles=N#CC[C@H]1CO1 e_above_lowest_ev=4.088 spin_multiplicity=1
N 2.63 0.68 0.36
C 1.71 -0.01 0.22
C 0.64 -0.97 -0.22
C -0.49 -0.16 0.28
C -1.31 0.94 -0.24
O -1.77 -0.41 -0.33
H 0.78 -1.81 0.47
H 0.55 -1.40 -1.23
H 0.20 0.13 1.29
H -1.91 1.47 0.52
H -1.04 1.52 -1.12

| no. | largest force on an atom (eV Å⁻¹) |
| --- | --- |
| 1 | 3.1 |
| 2 | 0.7 |
| 3 | 4.1 |